No. 1
{"formula": "C27H18Cl2MoN3O5S", "method": "ωB97M-V with the def2-TZVPD basis set", "symbols": ["Mo", "Cl", "Cl", "S", "O", "O", "O", "O", "O", "N", "N", "N", "C", "C", "C", "C", "C", "C", "C", "C", "C", "C", "C", "C", "C", "C", "C", "C", "C", "C", "C", "C", "C", "C", "C", "C", "C", "C", "C", "H", "H", "H", "H", "H", "H", "H", "H", "H", "H", "H", "H", "H", "H", "H", "H", "H", "H"], "xyz": [[0.256, -1.179, 0.235], [-2.005, 0.689, -3.085], [-2.760, -1.281, 1.866], [0.545, 0.504, 1.792], [-3.999, 5.498, 2.760], [2.182, -1.417, 1.039], [-2.263, 6.474, 1.817], [5.389, -0.546, -1.571], [-0.289, -3.021, -0.011], [-1.156, -0.519, -0.475], [1.563, -1.420, -1.263], [2.853, -1.076, -1.085], [6.996, -0.155, 1.635], [-3.308, -0.228, 0.562], [3.150, -1.133, 0.227], [-2.203, 4.106, 2.071], [4.500, -0.798, 0.648], [-0.767, 1.737, 1.789], [4.708, -0.776, 2.041], [-5.011, 1.029, -0.510], [-2.145, -4.638, -2.657], [5.555, -0.481, -0.221], [-1.263, 2.147, 3.034], [1.150, -2.038, -2.339], [-2.976, 0.586, -1.679], [-1.521, -4.176, -3.809], [5.965, -0.460, 2.526], [-1.960, 3.342, 3.196], [-1.025, 2.555, 0.685], [-0.089, -2.755, -2.427], [-0.739, -3.274, -1.266], [-1.786, 3.701, 0.824], [-1.759, -4.202, -1.412], [-4.190, 1.182, -1.631], [-4.541, 0.344, 0.610], [-0.514, -3.240, -3.728], [-2.920, 5.401, 2.230], [6.799, -0.144, 0.266], [-2.478, -0.097, -0.577], [7.579, 0.156, -0.435], [-1.002, 1.528, 3.875], [-2.282, 3.637, 4.207], [1.861, -2.143, -3.149], [8.011, 0.134, 1.950], [-1.792, -4.584, -4.747], [-2.175, -4.638, -0.524], [0.008, -2.857, -4.603], [6.141, -0.492, 3.610], [3.863, -0.987, 2.684], [-1.973, 4.295, -0.045], [-1.442, 6.199, 1.391], [-6.013, 1.471, -0.570], [-4.534, 1.747, -2.468], [-2.845, -5.431, -2.747], [4.469, -0.812, -1.787], [-5.175, 0.250, 1.531], [-0.642, 2.286, -0.280]], "lowdin_charge": [1.5870, 0.7584, 0.7243, 0.7628, 0.1421, -0.2931, 0.1566, 0.0632, -0.2210, -0.1746, -0.1634, 0.0586, -0.0550, -0.5578, -0.3843, -0.1494, -0.0881, -0.5954, -0.0088, -0.0197, -0.0257, -0.2517, -0.0912, -0.0047, -0.6371, -0.0494, -0.0717, 0.0190, -0.0971, -0.1343, -0.3076, -0.0146, 0.0119, -0.0901, -0.0851, 0.0108, -0.5032, -0.0052, -0.3756, 0.1324, 0.1032, 0.1461, 0.1535, 0.1221, 0.1076, 0.1287, 0.1253, 0.1139, 0.1159, 0.1273, 0.1204, 0.1305, 0.1129, 0.1147, 0.0654, 0.1415, 0.0990], "lumo_ev": [-5.5, -5.5], "total_charge": 1, "max_force_ha_per_bohr": 0.0410, "gap_ev": [5.48, 5.48]}

No. 2
{"formula": "C5H10N2O3S", "method": "ωB97M-V with the def2-TZVPD basis set", "symbols": ["S", "O", "O", "O", "N", "N", "C", "C", "C", "C", "C", "H", "H", "H", "H", "H", "H", "H", "H", "H", "H"], "xyz": [[1.108, 1.430, -0.405], [0.870, 2.805, 0.049], [1.160, 1.203, -1.832], [2.111, 0.649, 0.351], [-0.581, 0.787, 1.509], [-0.350, -1.002, 0.017], [0.376, -1.514, -1.202], [-1.642, 1.186, -0.712], [-0.527, 0.573, 0.148], [0.493, -1.239, 1.215], [0.018, -0.075, 2.196], [-1.832, 2.361, -0.438], [0.125, -2.493, -1.363], [-1.363, -1.277, -0.035], [-1.320, 1.314, -1.771], [1.475, -0.915, 0.993], [0.471, 0.084, 3.099], [0.164, -0.902, -1.983], [-2.591, 0.718, -0.371], [1.484, -1.516, -1.197], [0.352, -2.177, 1.731]], "lowdin_charge": [0.5088, -0.3136, -0.3302, -0.3587, 0.0912, -0.0202, 0.0141, -0.0407, -0.5053, -0.0812, -0.0308, 0.1528, 0.0711, 0.2010, 0.0851, 0.0708, 0.1008, 0.0512, 0.0809, 0.1287, 0.1245], "lumo_ev": 0.1, "max_force_ha_per_bohr": 0.0969, "gap_ev": 9.55, "smiles": "C[N@H+]1CC=N[C@@]1(C)S(=O)(=O)[O-]"}

No. 3
{"formula": "C15H20N2O3", "method": "ωB97M-V with the def2-TZVPD basis set", "symbols": ["O", "O", "O", "N", "N", "C", "C", "C", "C", "C", "C", "C", "C", "C", "C", "C", "C", "C", "C", "C", "H", "H", "H", "H", "H", "H", "H", "H", "H", "H", "H", "H", "H", "H", "H", "H", "H", "H", "H", "H"], "xyz": [[1.900, 0.964, -1.001], [-1.936, -1.321, -0.154], [-1.238, 3.357, 0.346], [-0.171, 0.234, -0.157], [0.870, 3.175, 0.112], [1.926, -1.313, -2.924], [-0.279, -1.548, -1.701], [0.153, -2.974, -3.706], [-0.748, -2.776, -2.489], [-1.805, 0.867, 1.679], [-2.009, 1.538, 3.016], [0.950, 0.248, -1.001], [0.463, 1.486, 3.436], [-0.907, 1.194, 4.033], [1.642, -2.764, -3.368], [-0.418, 1.100, 0.996], [0.884, -0.887, -1.925], [-0.895, -0.852, -0.605], [0.685, 0.769, 2.071], [-0.304, 2.601, 0.517], [1.236, 1.229, 4.139], [0.502, 2.571, 3.271], [1.687, 1.094, 1.714], [-1.054, 1.753, 4.972], [-0.735, -3.661, -1.845], [0.004, -3.995, -4.057], [-1.822, -2.644, -2.779], [0.680, -0.313, 2.213], [-0.065, -2.273, -4.544], [2.938, -1.269, -2.472], [-2.105, 2.616, 2.857], [-1.958, -0.201, 1.876], [-0.941, 0.100, 4.272], [-2.621, 1.138, 1.013], [2.275, -2.947, -4.244], [1.958, -3.491, -2.561], [0.740, 4.090, -0.293], [1.540, 2.540, -0.280], [1.947, -0.667, -3.830], [-2.969, 1.233, 3.404]], "lowdin_charge": [0.1307, 0.1167, 0.0570, 0.1351, 0.1677, -0.1227, -0.0500, -0.1983, -0.1081, -0.1277, -0.1946, -0.3474, -0.1853, -0.1993, -0.1974, -0.2540, -0.0567, -0.3539, -0.0937, -0.4308, 0.1013, 0.1171, 0.1184, 0.1115, 0.1246, 0.1065, 0.1352, 0.1246, 0.1278, 0.1277, 0.1139, 0.1168, 0.1225, 0.1244, 0.1071, 0.1334, 0.1139, 0.0439, 0.1341, 0.1080], "lumo_ev": -0.5, "max_force_ha_per_bohr": 0.0890, "gap_ev": 8.81, "smiles": "NC(=O)C1(N2C(=O)C3=C(CCCC3)C2=O)CCCCC1"}

No. 4
{"formula": "CH4N3", "method": "ωB97M-V with the def2-TZVPD basis set", "symbols": ["N", "N", "N", "C", "H", "H", "H", "H"], "xyz": [[0.002, -1.268, -0.196], [1.621, 1.886, -0.656], [0.798, 1.165, -0.313], [-0.275, 0.536, 0.185], [-1.220, 0.776, -0.230], [-0.075, 0.296, 1.226], [0.048, -1.904, 0.690], [-0.899, -1.486, -0.705]], "mulliken_spin": [1.1684, 0.5220, 0.0451, 0.2666, 0.0078, 0.0299, -0.0110, -0.0288], "lumo_ev": [-4.7, -8.7], "total_charge": 1, "multiplicity": 3, "max_force_ha_per_bohr": 0.0806, "gap_ev": [8.55, 9.62]}

No. 5
{"formula": "H12O5S2", "method": "ωB97M-V with the def2-TZVPD basis set", "symbols": ["S", "S", "O", "O", "O", "O", "O", "H", "H", "H", "H", "H", "H", "H", "H", "H", "H", "H", "H"], "xyz": [[-4.550, 2.531, 1.194], [-3.865, 0.513, 0.803], [2.701, 1.045, 1.625], [0.083, -3.259, 0.436], [-0.148, -2.239, -3.942], [-2.746, 1.128, -2.484], [5.559, 0.703, 2.560], [0.718, -2.631, -3.795], [0.263, -3.228, -0.516], [-5.156, 2.257, 2.337], [6.157, 0.718, 3.313], [2.190, 1.732, 2.068], [-3.193, 1.851, -2.001], [3.552, 0.965, 2.094], [-1.838, 1.431, -2.508], [-0.401, -1.709, -3.187], [5.668, 1.504, 2.050], [-4.232, 0.396, -0.462], [-0.764, -3.708, 0.414]], "mulliken_spin": [0.4697, 0.4764, 0.0020, 0.0146, 0.0216, -0.0176, 0.0000, -0.0094, -0.0012, 0.0248, -0.0001, -0.0001, 0.0088, -0.0006, -0.0006, -0.0028, 0.0001, 0.0219, -0.0073], "lumo_ev": [2.1, 2.1], "total_charge": -1, "multiplicity": 2, "max_force_ha_per_bohr": 0.0613, "gap_ev": [1.97, 5.65]}

No. 6
{"formula": "C23H27N3OS", "method": "ωB97M-V with the def2-TZVPD basis set", "symbols": ["S", "O", "N", "N", "N", "C", "C", "C", "C", "C", "C", "C", "C", "C", "C", "C", "C", "C", "C", "C", "C", "C", "C", "C", "C", "C", "C", "C", "H", "H", "H", "H", "H", "H", "H", "H", "H", "H", "H", "H", "H", "H", "H", "H", "H", "H", "H", "H", "H", "H", "H", "H", "H", "H", "H"], "xyz": [[3.503, -1.525, -2.232], [-1.921, -3.755, 1.095], [-2.625, -1.653, 0.673], [1.609, 0.566, -0.970], [-4.673, 0.028, -0.203], [1.895, 3.394, -0.344], [6.466, 0.779, 2.537], [-0.448, -2.316, -0.095], [1.252, -0.748, -0.821], [-1.722, -2.656, 0.609], [1.457, -3.107, -1.331], [4.358, -0.836, -0.823], [-4.940, 1.032, 0.823], [2.755, 1.080, -0.797], [6.154, -0.960, 0.757], [1.954, -1.817, -1.395], [5.737, 0.227, 1.350], [4.632, 0.880, 0.827], [-3.954, -1.831, 1.203], [-4.980, -1.332, 0.183], [0.043, -1.023, -0.175], [5.471, -1.490, -0.319], [0.267, -3.360, -0.680], [-5.080, 1.977, -1.399], [-5.312, 2.322, 0.074], [3.932, 0.367, -0.262], [-5.327, 0.474, -1.421], [2.914, 2.546, -1.103], [-0.469, -0.193, 0.289], [-4.919, -1.954, -0.714], [7.542, 0.711, 2.391], [1.990, 4.440, -0.627], [2.050, 3.310, 0.730], [-6.410, 0.262, -1.415], [0.890, 3.054, -0.575], [-4.880, -0.022, -2.285], [2.018, -3.908, -1.789], [6.198, 1.817, 2.713], [7.022, -1.474, 1.145], [4.294, 1.801, 1.279], [-0.126, -4.362, -0.608], [5.794, -2.410, -0.782], [-5.739, 2.522, -2.070], [3.930, 2.866, -0.872], [-6.361, 2.567, 0.241], [6.213, 0.204, 3.428], [-5.759, 0.719, 1.488], [-4.045, 2.179, -1.677], [-5.997, -1.431, 0.606], [-4.711, 3.171, 0.396], [2.752, 2.677, -2.176], [-2.500, -0.809, 0.135], [-4.043, 1.166, 1.435], [-4.093, -2.894, 1.411], [-4.056, -1.274, 2.142]], "lowdin_charge": [1.0148, 0.0620, 0.0701, 0.1620, -0.1984, -0.0950, -0.0479, -0.1262, -0.2671, -0.4519, -0.0861, -0.4473, -0.1837, -0.2596, -0.0354, -0.4356, -0.2653, 0.0168, -0.1594, -0.1881, 0.0424, -0.0829, -0.0150, -0.1741, -0.1642, -0.1645, -0.2013, -0.1802, 0.1183, 0.1261, 0.0805, 0.0694, 0.0700, 0.1236, 0.0656, 0.1206, 0.1032, 0.0756, 0.1154, 0.1220, 0.1175, 0.1042, 0.1061, 0.1074, 0.1053, 0.0863, 0.1159, 0.1100, 0.1240, 0.1033, 0.1217, 0.1190, 0.1125, 0.1206, 0.1173], "lumo_ev": 0.4, "max_force_ha_per_bohr": 0.0214, "gap_ev": 8.70, "smiles": "CCC1=Nc2cc(C(=O)NCCN3CCCC3)ccc2Sc2ccc(C)cc21"}

Energy above the lowest of the compared OMol25 structures with the same formula, charge and spin / eV: 0.924, 4.412, 0.745, 1.986, 1.725, 1.398